18
Properties=species:S:1:pos:R:3 method="wB97M-V/def2-TZVPD" charge=+1 e_above_lowest_kj_mol=19.2 energy_ev=-11038.400 fmax_ev_per_a=1.1
F 2.37 -2.81 0.89
N -3.43 3.04 1.08
N -1.86 1.73 0.45
C -2.64 2.04 1.49
C 3.35 -2.89 -1.28
C -3.16 3.37 -0.22
C 3.32 -3.48 0.11
C -2.15 2.53 -0.63
H 3.05 -4.55 0.11
H -1.14 0.98 0.46
H -3.69 4.16 -0.75
H -1.63 2.45 -1.58
H 2.36 -3.00 -1.76
H -4.15 3.49 1.68
H 3.62 -1.82 -1.25
H 4.30 -3.38 0.62
H -2.63 1.57 2.47
H 4.10 -3.43 -1.89



14
Properties=species:S:1:pos:R:3 method="wB97M-V/def2-TZVPD" charge=-1 e_above_lowest_kj_mol=21.2 energy_ev=-11416.239 fmax_ev_per_a=1.7
O 2.08 1.59 1.07
O -2.17 -0.46 1.25
O 1.53 0.15 -0.59
O 0.95 -1.20 -2.91
C 1.28 0.91 0.39
C -0.21 0.96 0.87
C -0.83 -0.42 0.74
H 1.18 -0.44 -2.34
H -0.76 1.62 0.19
H -0.26 -1.04 1.41
H -0.71 -0.89 -0.23
H -0.21 1.38 1.88
H 0.94 -1.95 -2.32
H -2.82 -0.21 0.59



40
Properties=species:S:1:pos:R:3 method="wB97M-V/def2-TZVPD" charge=0 e_above_lowest_kj_mol=183.0 energy_ev=-27825.827 fmax_ev_per_a=3.2
O 1.13 -1.70 1.40
O 3.98 1.04 0.50
O 3.27 -1.69 0.83
O -0.32 -2.61 -1.46
N 0.25 -0.50 -0.85
N -3.00 -2.16 -1.29
N -0.53 2.25 -0.59
N -2.62 3.22 -0.91
N -2.33 1.58 0.80
N 2.28 2.49 0.08
C -1.80 2.32 -0.21
C 2.47 0.38 -1.27
C -2.16 -1.75 1.07
C -2.04 -1.35 -0.49
C -2.33 -0.52 1.96
C -1.53 0.72 1.73
C 2.98 1.36 -0.16
C 1.66 -0.85 -0.79
C -0.64 -1.49 -1.04
C 1.98 -1.42 0.58
H 2.66 3.22 0.60
H -2.37 4.16 -0.69
H -3.40 -0.24 1.99
H -3.58 3.00 -1.17
H -3.09 1.96 1.31
H -0.08 0.36 -0.48
H -1.31 -2.31 1.39
H -2.38 -0.26 -0.56
H -1.49 1.27 2.69
H -0.47 0.58 1.42
H -2.82 -2.01 -2.27
H -2.24 -0.89 3.00
H 1.28 2.56 -0.04
H 3.44 0.06 -1.68
H -3.05 -2.31 1.13
H 3.92 -1.17 0.44
H -0.48 2.82 -1.50
H 1.78 -1.56 -1.63
H 1.90 0.91 -1.98
H -2.71 -3.14 -1.18



72
Properties=species:S:1:pos:R:3 method="wB97M-V/def2-TZVPD" charge=0 energy_ev=-64558.576 smiles="O=C(O)OC(F)(F)C(F)(F)F.O=C1CCCO1.O=C1CCCO1.O=C1CCCO1.O=C1CCCO1.O=C1CCCO1" fmax_ev_per_a=5.9
F 2.44 1.92 5.39
F 3.19 3.57 6.77
F 1.43 5.18 5.98
F 1.47 2.11 7.45
F -0.35 3.78 6.25
O 5.76 0.00 -3.11
O -1.08 3.62 3.11
O 1.82 1.34 1.98
O -4.17 -0.26 -5.04
O 3.61 0.15 -3.80
O -2.45 -1.06 4.40
O -0.30 -1.21 5.09
O -1.23 -2.38 -0.58
O -0.35 1.62 3.93
O 0.94 3.76 4.25
O -1.29 -2.19 -2.84
O 1.74 1.52 -0.28
O -3.98 -0.23 -7.29
C 4.41 -0.05 -2.93
C -0.18 3.03 3.76
C 1.25 1.15 0.93
C 0.36 -1.59 6.30
C 0.94 3.86 5.67
C 6.41 -0.39 -1.89
C -0.14 0.20 -0.70
C -3.65 0.17 -6.04
C -0.11 0.54 0.77
C 0.76 1.25 -1.29
C 4.09 -0.42 -1.51
C -3.17 -3.51 -3.27
C -2.52 1.16 -6.09
C -1.96 -1.62 6.70
C -0.65 -1.35 7.39
C 2.02 2.85 6.38
C -2.26 -2.46 -3.86
C 5.40 -0.16 -0.80
C -1.65 -1.25 5.27
C -2.55 1.61 -7.53
C -3.10 0.39 -8.24
C -3.16 -3.18 -1.80
C -1.80 -2.56 -1.63
H -3.25 2.45 -7.64
H -2.79 -1.53 -4.08
H -2.70 1.99 -5.40
H 7.31 0.20 -1.75
H 0.23 2.18 -1.52
H -1.14 0.20 -1.13
H 0.29 -0.79 -0.86
H -2.74 -4.50 -3.43
H -0.61 -0.30 7.71
H 0.37 1.17 3.40
H -3.65 0.66 -9.14
H -0.88 1.28 1.03
H -2.32 -0.32 -8.50
H -2.24 -2.68 6.74
H 5.56 -0.78 0.08
H -1.59 0.65 -5.84
H -2.77 -1.00 7.09
H -0.49 -1.97 8.28
H -1.76 -2.80 -4.76
H -4.17 -3.51 -3.72
H 1.26 0.90 -2.20
H -3.27 -4.07 -1.18
H -3.92 -2.44 -1.54
H 1.26 -0.99 6.43
H -1.58 1.93 -7.91
H 3.28 0.20 -1.11
H 6.70 -1.45 -1.97
H 3.81 -1.48 -1.47
H -0.22 -0.36 1.39
H 0.64 -2.65 6.22
H 5.43 0.89 -0.48